No. 1
{
  "formula": "C18H44Cl2GaO7S4",
  "method": "ωB97M-V/def2-TZVPD",
  "species": ["C", "H", "C", "O", "H", "C", "H", "C", "H", "H", "C", "H", "O", "C", "H", "C", "H", "H", "O", "O", "C", "C", "Cl", "H", "H", "H", "H", "C", "H", "H", "H", "H", "H", "H", "H", "H", "H", "C", "O", "O", "C", "S", "H", "Cl", "C", "H", "H", "C", "H", "C", "O", "H", "S", "H", "H", "H", "H", "H", "H", "H", "H", "H", "H", "H", "C", "H", "S", "Ga", "H", "C", "H", "H", "C", "H", "S", "H"],
  "positions_angstrom": [[3.849, -0.483, 3.057], [4.601, 0.014, 2.453], [4.755, 4.808, 2.443], [2.499, 6.135, 2.139], [-2.568, -1.658, -4.769], [-2.859, -2.042, -3.792], [-5.631, -2.028, -4.429], [-5.254, -1.009, -4.347], [-1.203, 0.609, -0.663], [-1.324, 4.403, 2.264], [0.521, 3.767, 3.083], [1.894, -0.795, -1.135], [0.483, -3.807, -2.256], [-2.614, -6.021, -7.916], [4.641, 7.419, 3.473], [-1.302, 2.290, 2.112], [0.538, 0.757, -0.780], [3.702, 0.038, 3.994], [-3.435, 0.433, -3.079], [-0.636, -0.898, 2.697], [2.523, -0.508, 2.292], [-0.163, -1.271, -0.573], [-0.031, 3.988, 0.395], [4.634, 4.919, 3.521], [-0.477, -1.849, 0.287], [-0.872, -1.564, 6.152], [-1.981, -2.110, -3.154], [-0.264, 0.243, -0.259], [1.253, -1.004, -3.731], [5.810, 4.840, 2.169], [-0.630, 0.465, 4.730], [-2.127, -1.810, 3.713], [-1.831, 2.267, 3.065], [-3.480, -6.362, -7.349], [-4.800, -0.695, -5.287], [4.318, 3.865, 2.117], [1.839, -1.188, 2.792], [-1.550, -5.444, -5.524], [2.705, -3.032, -2.657], [-2.954, -3.628, -6.845], [1.889, 0.871, 2.180], [-1.865, -4.612, -7.085], [-1.117, -4.718, -4.836], [2.818, 1.762, 0.880], [-1.710, -0.889, 6.030], [1.473, 3.620, 2.591], [0.530, 4.743, 3.549], [-0.596, 3.625, 2.066], [-2.488, -5.824, -5.118], [-1.592, -0.030, 4.792], [0.795, -1.863, -3.685], [-0.837, -1.519, -1.390], [1.342, -2.694, -2.436], [-1.878, -6.820, -8.006], [0.408, 3.013, 3.853], [4.325, 8.418, 2.033], [5.813, 7.445, 2.118], [-2.341, 0.757, 4.850], [1.699, -2.278, -0.233], [-2.068, 2.317, 1.343], [-2.926, -5.697, -8.906], [2.706, -0.859, 1.283], [-6.069, -0.336, -4.087], [4.221, -1.485, 3.249], [4.758, 7.487, 2.392], [-2.650, -1.425, 6.066], [3.877, 6.130, 1.600], [-0.130, 0.650, 1.741], [-1.698, -0.243, 6.907], [-1.799, -0.792, 3.473], [-0.843, -6.258, -5.684], [-3.309, -3.029, -3.898], [1.254, -1.660, -1.002], [2.078, 1.411, 3.100], [-4.033, -0.926, -3.028], [-2.616, -0.351, 2.892]],
  "lowdin_charge": [-0.13, 0.05, -0.27, -0.55, 0.06, -0.27, 0.05, -0.28, 0.04, 0.07, -0.15, 0.10, -0.28, -0.28, 0.05, -0.26, 0.02, 0.06, -0.55, -0.26, -0.37, -0.27, 0.58, 0.06, 0.09, 0.07, 0.02, -0.20, 0.11, 0.05, 0.10, 0.10, 0.05, 0.06, 0.06, 0.00, 0.09, -0.26, -0.29, -0.56, -0.64, 0.81, 0.04, 0.52, -0.13, 0.02, 0.07, -0.80, 0.06, -0.25, -0.16, 0.07, 0.55, 0.05, 0.07, 0.04, 0.05, 0.09, 0.10, 0.05, 0.05, 0.07, 0.04, 0.06, -0.28, 0.06, 0.80, 0.42, 0.06, -0.35, 0.05, 0.05, -0.25, 0.03, 0.80, 0.10],
  "charge": -1,
  "lumo_energy_ev": 2.0,
  "e_homo_ev": -4.856,
  "gap_ev": 6.879,
  "energy_ev": -154473.4799
}

No. 2
{
  "formula": "C23H41NO8PS3",
  "method": "ωB97M-V/def2-TZVPD",
  "species": ["C", "H", "H", "H", "H", "H", "O", "H", "H", "O", "C", "C", "H", "H", "H", "H", "C", "H", "C", "C", "C", "H", "H", "C", "H", "C", "O", "C", "H", "C", "H", "H", "C", "C", "H", "H", "H", "H", "O", "C", "C", "H", "N", "C", "O", "H", "O", "H", "H", "H", "H", "C", "H", "C", "H", "H", "H", "H", "S", "H", "H", "S", "P", "C", "H", "H", "H", "C", "O", "C", "O", "H", "H", "C", "C", "H", "S"],
  "positions_angstrom": [[3.812, 3.879, 2.941], [3.493, 3.945, 3.983], [-1.972, 3.806, -0.684], [0.196, -8.199, 1.560], [5.715, 4.836, 3.439], [1.638, -2.881, 2.839], [-3.430, 3.828, -2.031], [1.130, -0.693, 1.850], [4.476, -2.524, 1.765], [1.082, -5.663, 1.246], [1.304, 4.453, -3.280], [-0.278, 0.723, -1.338], [3.770, -4.019, 2.373], [0.689, 4.889, -4.066], [-5.087, 1.281, -1.953], [5.765, 2.599, 4.485], [-7.052, 1.561, -2.749], [-3.168, -5.737, 0.571], [2.076, -1.172, 1.598], [3.548, -3.094, 1.843], [-0.432, -7.761, 0.788], [-0.538, -8.453, -0.047], [2.893, -1.823, 3.497], [-5.887, 1.987, -2.135], [-1.205, 0.829, -3.337], [-4.527, 3.777, -1.100], [4.478, 0.435, 3.648], [-5.774, 3.323, -1.748], [-8.781, 4.480, -2.773], [3.423, 2.509, 2.367], [3.269, 2.545, 1.289], [-0.695, -0.282, -1.356], [-8.086, 2.461, -2.989], [-7.973, 3.786, -2.588], [-8.980, 2.119, -3.491], [-1.156, -5.046, -1.180], [5.654, 4.124, 1.827], [-2.538, 2.296, -1.103], [0.544, -2.510, -0.079], [-1.786, -7.271, 1.289], [5.341, 3.990, 2.865], [-2.472, -8.101, 1.449], [-2.286, 3.220, -1.465], [-1.147, -5.354, -0.138], [1.024, -6.570, -1.088], [-1.112, -4.476, 0.503], [-4.322, 4.087, 0.027], [3.771, -3.445, -0.316], [-2.611, -6.859, -0.664], [2.399, -4.306, 0.447], [-0.705, 1.278, -0.499], [2.995, -3.394, 0.444], [2.551, 2.080, 2.855], [0.437, 4.036, -2.077], [6.917, 2.469, 3.127], [-1.663, -6.749, 2.240], [1.778, 3.572, -3.713], [-6.724, 5.252, -1.645], [0.362, -6.286, 0.158], [0.130, 4.900, -1.489], [2.069, 5.153, -2.960], [1.908, -2.034, 0.037], [-0.981, 3.123, -2.787], [2.497, -2.257, 2.581], [1.023, 3.364, -1.446], [0.443, 1.385, -3.270], [2.862, -0.427, 1.482], [-0.501, 1.381, -2.717], [5.388, 1.038, 1.395], [-6.813, 4.223, -1.963], [2.467, -1.231, -1.029], [3.321, 4.685, 2.397], [0.785, 0.581, -1.155], [5.885, 2.671, 3.405], [-2.303, -6.298, 0.220], [-7.159, 0.530, -3.054], [4.834, 1.428, 2.666]],
  "lowdin_charge": [-0.21, 0.12, 0.15, 0.11, 0.12, 0.12, -0.04, 0.11, 0.12, -0.33, -0.15, -0.13, 0.12, 0.06, 0.12, 0.11, -0.06, 0.11, -0.23, -0.19, -0.22, 0.11, 0.11, -0.02, 0.08, -0.37, -0.32, -0.16, 0.12, -0.23, 0.10, 0.07, -0.05, -0.05, 0.11, 0.10, 0.12, 0.15, -0.34, -0.22, -0.22, 0.12, -0.08, -0.22, -0.31, 0.09, 0.20, 0.11, 0.12, 0.06, 0.06, -0.21, 0.10, -0.41, 0.11, 0.12, 0.07, 0.13, 0.67, 0.08, 0.08, 0.67, 1.07, -0.21, 0.08, 0.09, 0.08, -0.39, -0.31, 0.00, -0.34, 0.11, 0.05, -0.22, -0.21, 0.11, 0.65],
  "charge": 1,
  "lumo_energy_ev": -3.0,
  "e_homo_ev": -11.868,
  "gap_ev": 8.875,
  "energy_ev": -84171.8723
}

No. 3
{
  "formula": "C5H13N2O",
  "method": "ωB97M-V/def2-TZVPD",
  "species": ["C", "H", "C", "H", "H", "O", "H", "N", "H", "C", "C", "H", "H", "N", "H", "H", "C", "H", "H", "H", "H"],
  "positions_angstrom": [[-0.797, 1.047, 2.556], [-1.748, 0.049, 1.068], [-0.544, 1.236, 0.000], [0.243, 2.013, 0.151], [-1.141, -0.612, -0.910], [2.417, -2.431, -0.530], [1.175, 1.023, -2.080], [-1.334, 0.971, 1.213], [-0.039, 0.317, 2.819], [0.323, 0.319, -2.157], [1.111, -2.239, -0.445], [1.728, -0.395, 0.074], [0.503, -0.551, -2.773], [0.812, -0.826, 0.019], [0.675, -2.865, 0.419], [0.533, -2.432, -1.352], [-0.135, -0.070, -0.723], [-0.373, 2.025, 2.710], [-1.333, 1.645, -0.698], [-0.458, 0.928, -2.624], [-1.618, 0.847, 3.264]],
  "lowdin_charge": [-0.17, 0.09, -0.23, 0.12, 0.15, -0.34, 0.08, -0.15, 0.06, -0.09, -0.58, 0.09, 0.06, -0.04, 0.07, 0.06, -0.47, 0.06, 0.10, 0.05, 0.07],
  "charge": -1,
  "lumo_energy_ev": 3.9,
  "smiles": "CNC[C@@H](C)NC[O-]",
  "e_homo_ev": -2.382,
  "gap_ev": 6.243,
  "energy_ev": -10422.3085,
  "e_above_lowest_kcal_mol": 32.1
}